# 1
The following is a DFT calculation (ωB97M-V/def2-TZVPD) of a cluster of 14 separate species, C48H134N10O14 in total in a non-equilibrium geometry.

Summary:
Calculated total energy ... -95506.2610 eV
ΔE to the lowest compared entry with this formula, charge and spin ... 3.6405 eV

Cartesian coordinates (Å):
C (8.53, -17.05, 2.01)
C (8.70, -18.18, 0.99)
C (7.63, -19.32, 1.29)
O (7.88, -20.03, 2.51)
C (7.14, -21.25, 2.69)
N (8.49, -17.57, -0.32)
H (7.56, -16.56, 1.87)
H (9.29, -16.28, 1.88)
H (8.65, -17.54, 2.97)
H (9.70, -18.61, 1.03)
H (7.70, -19.99, 0.44)
H (6.67, -18.81, 1.30)
H (6.07, -21.05, 2.80)
H (7.35, -21.70, 3.66)
H (7.34, -21.97, 1.89)
H (8.72, -18.23, -1.05)
H (7.50, -17.44, -0.49)
C (4.05, -11.62, 5.65)
C (3.38, -12.99, 5.44)
C (2.65, -13.49, 6.73)
O (3.50, -13.67, 7.85)
C (4.27, -14.87, 7.81)
N (2.48, -12.81, 4.36)
H (3.31, -10.87, 5.95)
H (4.54, -11.38, 4.71)
H (4.74, -11.69, 6.48)
H (4.14, -13.75, 5.28)
H (1.98, -14.35, 6.65)
H (1.90, -12.81, 7.13)
H (4.73, -14.87, 8.80)
H (4.99, -14.88, 7.00)
H (3.60, -15.73, 7.83)
H (1.94, -11.99, 4.57)
H (2.97, -12.62, 3.49)
C (6.36, -22.35, 10.09)
C (7.56, -22.69, 9.18)
C (7.11, -23.40, 7.84)
O (6.21, -24.44, 8.04)
C (6.85, -25.67, 8.37)
N (8.34, -21.47, 8.91)
H (6.57, -21.64, 10.90)
H (5.95, -23.29, 10.45)
H (5.74, -21.87, 9.34)
H (8.24, -23.35, 9.72)
H (8.02, -23.69, 7.31)
H (6.84, -22.51, 7.26)
H (7.64, -25.58, 9.12)
H (7.14, -26.18, 7.45)
H (6.02, -26.19, 8.86)
H (8.76, -21.69, 8.02)
H (7.73, -20.71, 8.62)
C (6.04, -12.65, 13.74)
C (5.79, -13.59, 12.54)
C (6.23, -13.03, 11.16)
O (5.40, -12.01, 10.60)
C (5.95, -11.38, 9.48)
N (6.51, -14.80, 12.86)
H (5.87, -13.17, 14.68)
H (5.39, -11.78, 13.83)
H (7.08, -12.33, 13.68)
H (4.75, -13.87, 12.40)
H (6.34, -13.82, 10.42)
H (7.18, -12.55, 11.37)
H (6.90, -10.91, 9.76)
H (5.35, -10.61, 8.99)
H (6.10, -12.10, 8.68)
H (6.54, -15.48, 12.12)
H (6.13, -15.25, 13.68)
C (11.45, -24.05, 8.35)
C (11.80, -23.89, 6.89)
C (11.32, -22.63, 6.23)
O (9.88, -22.70, 5.97)
C (9.64, -23.50, 4.82)
N (13.25, -23.99, 6.77)
H (10.47, -23.61, 8.58)
H (12.10, -23.54, 9.06)
H (11.57, -25.11, 8.58)
H (11.48, -24.78, 6.35)
H (11.90, -22.44, 5.32)
H (11.52, -21.76, 6.84)
H (9.88, -23.00, 3.88)
H (8.59, -23.78, 4.73)
H (10.28, -24.36, 4.61)
H (13.50, -24.87, 7.20)
H (13.53, -23.97, 5.80)
C (2.27, -19.09, 4.93)
C (2.85, -17.75, 4.55)
C (3.51, -17.66, 3.16)
O (3.96, -16.33, 2.95)
C (4.37, -15.95, 1.63)
N (1.73, -16.85, 4.69)
H (3.02, -19.89, 4.99)
H (1.55, -19.50, 4.23)
H (1.82, -19.03, 5.92)
H (3.65, -17.51, 5.26)
H (2.68, -17.85, 2.49)
H (4.34, -18.37, 3.16)
H (4.81, -14.96, 1.70)
H (3.50, -15.81, 0.99)
H (5.09, -16.62, 1.14)
H (2.03, -15.96, 4.34)
H (0.99, -17.13, 4.06)
C (10.37, -19.01, 7.13)
C (9.97, -19.01, 5.63)
C (11.25, -19.03, 4.72)
O (12.35, -18.10, 4.99)
C (11.91, -16.72, 5.17)
N (9.11, -20.15, 5.46)
H (9.59, -19.19, 7.87)
H (10.92, -18.10, 7.36)
H (11.14, -19.77, 7.28)
H (9.41, -18.09, 5.44)
H (10.96, -18.94, 3.67)
H (11.67, -20.03, 4.84)
H (11.09, -16.58, 5.86)
H (11.57, -16.36, 4.20)
H (12.76, -16.09, 5.43)
H (8.61, -20.16, 4.58)
H (9.64, -21.00, 5.54)
C (1.86, -19.67, 10.55)
C (1.42, -19.41, 9.14)
C (1.11, -20.70, 8.36)
O (2.02, -21.72, 8.42)
C (3.32, -21.55, 7.80)
N (0.22, -18.62, 9.23)
H (1.92, -18.81, 11.23)
H (2.74, -20.31, 10.49)
H (1.17, -20.33, 11.07)
H (2.28, -18.89, 8.71)
H (1.02, -20.39, 7.32)
H (0.18, -21.11, 8.75)
H (3.85, -20.81, 8.40)
H (3.25, -21.37, 6.73)
H (3.83, -22.51, 7.93)
H (0.49, -17.81, 9.75)
H (-0.08, -18.21, 8.35)
C (9.43, -17.00, 11.16)
C (8.64, -17.62, 12.30)
C (7.47, -18.50, 11.71)
O (6.51, -17.65, 11.24)
C (5.70, -18.16, 10.20)
N (9.52, -18.58, 13.05)
H (9.00, -16.12, 10.70)
H (9.64, -17.76, 10.41)
H (10.35, -16.62, 11.61)
H (8.26, -16.89, 13.02)
H (7.07, -19.12, 12.52)
H (7.80, -19.23, 10.96)
H (5.10, -17.34, 9.82)
H (5.02, -18.87, 10.67)
H (6.20, -18.60, 9.33)
H (10.44, -18.23, 13.26)
H (9.60, -19.52, 12.69)
C (7.28, -13.47, 5.95)
C (8.78, -13.09, 5.74)
C (9.65, -12.76, 6.97)
O (9.07, -11.53, 7.47)
C (9.73, -10.98, 8.59)
N (9.43, -14.18, 5.11)
H (7.32, -14.36, 6.58)
H (6.70, -13.59, 5.04)
H (6.71, -12.77, 6.56)
H (8.80, -12.29, 5.00)
H (10.68, -12.63, 6.64)
H (9.59, -13.57, 7.70)
H (9.18, -10.08, 8.85)
H (10.81, -10.82, 8.63)
H (9.44, -11.63, 9.42)
H (8.86, -14.50, 4.34)
H (10.23, -13.85, 4.60)
C (11.48, -21.86, 12.77)
C (10.95, -21.61, 11.32)
O (9.55, -21.29, 11.50)
H (11.12, -22.81, 13.17)
H (11.26, -21.03, 13.45)
H (12.56, -21.94, 12.75)
H (11.17, -22.42, 10.62)
H (11.55, -20.82, 10.87)
H (9.15, -21.37, 10.63)
C (2.73, -16.02, 11.31)
C (1.58, -15.23, 10.77)
O (0.35, -16.03, 10.75)
H (2.51, -16.42, 12.30)
H (3.62, -15.40, 11.20)
H (2.97, -16.85, 10.65)
H (1.81, -14.94, 9.74)
H (1.40, -14.35, 11.39)
H (-0.37, -15.48, 11.05)
C (6.47, -17.42, 6.43)
C (5.98, -18.89, 6.47)
O (6.79, -19.61, 7.28)
H (7.51, -17.44, 6.10)
H (6.46, -16.91, 7.40)
H (5.91, -16.85, 5.70)
H (5.98, -19.38, 5.49)
H (5.00, -18.92, 6.96)
H (7.63, -19.71, 6.84)
C (4.48, -23.99, 5.07)
C (5.54, -24.88, 4.44)
O (5.80, -24.49, 3.14)
H (4.83, -22.97, 4.90)
H (4.37, -24.19, 6.13)
H (3.53, -24.07, 4.53)
H (5.27, -25.94, 4.48)
H (6.42, -24.69, 5.06)
H (6.49, -25.02, 2.73)


# 2
The following is a DFT calculation (ωB97M-V/def2-TZVPD) of a cluster of 3 separate species, C2H9O2S in total in a non-equilibrium geometry.

Summary:
Charge ... -1
Calculated total energy ... -17150.7902 eV
ΔE to the lowest compared entry with this formula, charge and spin ... 1.0134 eV

Cartesian coordinates (Å):
C (-1.11, -2.03, -1.62)
C (-0.45, -0.68, -1.29)
S (-0.88, 0.00, 0.47)
H (-0.88, -2.59, -2.51)
H (-2.26, -2.06, -1.59)
H (-0.83, -2.67, -0.81)
H (-0.91, 0.01, -2.01)
H (0.61, -0.84, -1.30)
H (2.22, 1.57, -1.15)
H (0.82, 1.52, -0.54)
O (1.60, 2.14, -0.91)
H (1.26, 0.94, 1.95)
H (0.82, -0.37, 2.43)
O (1.23, 0.46, 2.85)


# 3
The following is a DFT calculation (ωB97M-V/def2-TZVPD) of a structure of composition C20H32CrN4O2P2 in a non-equilibrium geometry.

Summary:
Charge ... +2
2S+1 ... 5
Calculated total energy ... -78297.8660 eV

Cartesian coordinates (Å):
Cr (0.00, 0.14, -0.13)
P (-0.04, -1.93, -1.38)
P (-2.10, 1.15, 0.30)
N (1.92, 0.08, -0.57)
N (0.70, 1.83, 0.87)
H (3.68, 1.07, -0.22)
H (2.48, 2.05, 2.07)
H (3.20, 0.08, 1.17)
C (2.80, 0.73, 0.35)
H (2.51, 2.89, 0.50)
C (2.15, 1.96, 1.01)
H (3.55, -1.09, -1.26)
H (0.29, 3.72, 1.62)
C (2.55, -0.69, -1.62)
C (-0.14, 2.81, 1.18)
H (2.15, -2.73, -1.59)
C (1.67, -1.87, -2.06)
H (1.58, -2.00, -3.14)
H (-2.82, 1.53, -0.88)
H (-3.08, 0.70, 1.23)
H (-0.83, -2.06, -2.56)
H (-0.04, -3.21, -0.75)
O (-0.46, 0.96, -1.94)
C (-0.07, 1.58, -2.97)
C (-0.15, 0.94, -4.32)
C (0.72, 2.84, -2.93)
H (2.92, -0.08, -2.45)
H (0.16, -0.10, -4.18)
H (-1.15, 0.98, -4.78)
H (0.54, 1.48, -4.99)
H (1.26, 2.91, -1.97)
H (1.40, 2.90, -3.81)
H (0.09, 3.76, -2.98)
C (-1.52, 2.69, 0.96)
H (-2.19, 3.51, 1.25)
C (-0.65, -3.41, 5.61)
N (-0.04, -2.66, 4.55)
N (-0.78, -2.05, 3.60)
C (0.05, -1.57, 2.60)
O (-0.42, -0.98, 1.57)
C (1.36, -1.95, 3.00)
C (1.26, -2.66, 4.18)
C (2.30, -3.36, 4.95)
C (-2.19, -1.85, 3.69)
C (-2.75, -1.30, 4.85)
C (-4.13, -1.10, 4.90)
C (-4.94, -1.44, 3.82)
C (-4.38, -2.03, 2.68)
C (-2.99, -2.19, 2.59)
H (-1.16, -2.75, 6.33)
H (0.15, -3.92, 6.14)
H (-1.36, -4.16, 5.24)
H (2.26, -1.75, 2.44)
H (2.40, -2.96, 5.98)
H (2.14, -4.44, 5.01)
H (3.27, -3.20, 4.46)
H (-2.10, -1.04, 5.69)
H (-4.57, -0.66, 5.80)
H (-6.02, -1.26, 3.85)
H (-5.01, -2.36, 1.86)
H (-2.51, -2.59, 1.69)


# 4
The following is a DFT calculation (ωB97M-V/def2-TZVPD) of a structure of composition C36H42F21O19Zr in a non-equilibrium geometry.

Summary:
Charge ... +1
Calculated total energy ... -135259.8582 eV
ΔE to the lowest compared entry with this formula, charge and spin ... 0.0000 eV

Cartesian coordinates (Å):
Zr (6.81, -1.81, 16.32)
C (3.32, 0.46, 15.39)
C (4.50, -0.03, 15.68)
C (5.66, 0.88, 15.93)
O (6.82, 0.25, 16.09)
C (5.53, 2.21, 15.98)
C (4.27, 2.82, 15.64)
C (3.08, 1.90, 15.41)
O (1.97, 2.32, 15.35)
O (4.14, 4.02, 15.70)
O (4.86, -1.30, 15.76)
H (2.46, -0.20, 15.35)
H (6.40, 2.80, 16.24)
C (5.39, -1.05, 20.47)
C (6.54, -1.50, 19.61)
O (6.19, -1.56, 18.24)
H (4.94, -0.15, 20.03)
H (5.80, -0.75, 21.43)
H (4.61, -1.79, 20.62)
H (6.85, -2.50, 19.96)
H (7.44, -0.91, 19.76)
C (10.10, -1.11, 23.57)
C (9.11, -1.21, 22.43)
O (8.51, -2.52, 22.39)
C (9.12, -3.49, 21.77)
O (10.15, -3.37, 21.18)
C (8.36, -4.84, 21.80)
F (9.25, -5.79, 22.14)
F (7.39, -4.83, 22.69)
F (7.91, -5.14, 20.57)
H (10.63, -0.16, 23.46)
H (10.82, -1.92, 23.63)
H (9.54, -1.10, 24.50)
H (9.52, -0.97, 21.45)
H (8.28, -0.53, 22.60)
C (0.92, 1.04, 18.79)
C (1.90, 0.03, 19.36)
O (1.40, -0.92, 20.33)
C (0.20, -1.44, 20.15)
O (-0.51, -1.40, 19.18)
C (-0.19, -2.29, 21.39)
F (-1.36, -2.85, 21.21)
F (0.75, -3.22, 21.60)
F (-0.24, -1.51, 22.48)
H (1.42, 1.97, 18.55)
H (0.17, 1.27, 19.55)
H (0.32, 0.60, 18.00)
H (2.73, 0.57, 19.81)
H (2.35, -0.60, 18.59)
C (2.04, -2.59, 16.44)
C (2.81, -3.08, 17.67)
O (3.26, -4.44, 17.46)
C (4.47, -4.63, 17.07)
O (5.29, -3.77, 16.83)
C (4.76, -6.12, 16.79)
F (5.02, -6.25, 15.48)
F (5.82, -6.51, 17.49)
F (3.74, -6.90, 17.12)
H (2.74, -2.52, 15.61)
H (1.65, -1.61, 16.71)
H (1.28, -3.33, 16.20)
H (2.05, -3.08, 18.45)
H (3.65, -2.44, 17.92)
C (9.29, 2.38, 18.78)
C (9.64, 1.02, 19.35)
O (10.54, 0.31, 18.45)
C (10.10, -0.33, 17.44)
O (8.94, -0.56, 17.18)
C (11.22, -0.75, 16.46)
F (11.01, -2.01, 16.07)
F (11.11, 0.04, 15.37)
F (12.42, -0.61, 16.96)
H (9.20, 3.10, 19.60)
H (8.31, 2.37, 18.30)
H (10.11, 2.79, 18.19)
H (8.76, 0.47, 19.66)
H (10.30, 1.15, 20.20)
C (7.08, -2.75, 25.64)
C (5.70, -3.32, 25.78)
O (4.67, -2.37, 25.38)
C (4.57, -2.08, 24.10)
O (5.16, -2.64, 23.21)
C (3.53, -0.97, 23.84)
F (3.26, -0.29, 24.95)
F (3.98, -0.11, 22.91)
F (2.43, -1.56, 23.36)
H (7.24, -1.83, 26.20)
H (7.26, -2.51, 24.59)
H (7.77, -3.56, 25.88)
H (5.47, -3.52, 26.82)
H (5.53, -4.20, 25.17)
C (-0.37, -6.37, 20.19)
C (0.97, -7.06, 20.15)
O (1.93, -6.12, 20.74)
C (3.20, -6.45, 20.72)
O (3.67, -7.53, 20.55)
C (4.12, -5.25, 20.98)
F (5.16, -5.23, 20.13)
F (3.47, -4.08, 20.83)
F (4.61, -5.29, 22.21)
H (-1.14, -7.09, 19.92)
H (-0.36, -5.57, 19.45)
H (-0.58, -5.88, 21.13)
H (1.38, -7.41, 19.21)
H (0.93, -7.91, 20.84)
C (5.84, 3.99, 19.28)
C (5.36, 2.59, 19.69)
O (5.21, 2.60, 21.12)
C (6.22, 2.26, 21.89)
O (7.25, 1.74, 21.57)
C (5.94, 2.53, 23.38)
F (6.96, 3.25, 23.87)
F (4.81, 3.17, 23.61)
F (5.91, 1.38, 24.06)
H (5.30, 4.74, 19.86)
H (5.62, 4.15, 18.23)
H (6.89, 4.11, 19.52)
H (6.10, 1.88, 19.31)
H (4.42, 2.35, 19.21)


Q: What is the formula in the second record?
A: C2H9O2S


Q: Which of these has the highest calculated total energy?
A: C2H9O2S


Q: Number 3 is which compound?
A: C20H32CrN4O2P2